Entry a
A 2-piece molecular cluster, C7H14O2 overall. Source: the OMol25 dataset; level of theory: ωB97M-V with the def2-TZVPD basis set.

The geometry in XYZ format:
```
23
C7H14O2 (ωB97M-V with the def2-TZVPD basis set)
C -0.32507 -1.12854 -2.71336
O 0.03074 0.16521 -2.26301
C 1.03888 0.25504 -1.32373
C 1.40509 1.70560 -1.10595
C 1.20716 -0.72263 -0.23972
O 2.07288 -0.67607 -1.35761
H -0.81663 -0.98570 -3.67556
H -1.02588 -1.60591 -2.01520
H 0.56090 -1.75791 -2.83999
H 0.60713 2.20705 -0.56008
H 2.32932 1.76772 -0.54150
H 1.53351 2.19326 -2.06949
H 1.65136 -0.41093 0.69661
H 0.57078 -1.59515 -0.17854
C -2.05264 -0.86534 1.69209
C -1.31594 0.22402 1.72957
C -0.51773 0.66574 2.91112
H -2.11348 -1.53437 2.53482
H -2.62352 -1.14370 0.82527
H -1.27533 0.87687 0.86676
H -0.54410 -0.08234 3.70010
H 0.51953 0.84539 2.62395
H -0.91695 1.60270 3.30347
```

Computed properties:
Charge   0
HOMO-LUMO gap   10.59 eV
SMILES   CO[C@@]1(C)CO1.C=CC



Entry b
C7H14O2 as an isolated structure. Source: the OMol25 dataset; level of theory: ωB97M-V with the def2-TZVPD basis set.

The geometry in XYZ format:
```
23
C7H14O2 (ωB97M-V with the def2-TZVPD basis set)
C 0.24344 -1.82396 -0.57080
C 0.31040 2.08444 0.15977
C 0.74286 -0.63283 0.16526
C -0.67916 -2.79937 0.12152
C -1.04848 2.24616 -0.03861
C 0.95647 2.16161 1.50135
C -0.36865 -0.58120 -1.14899
O 1.24071 -2.42295 -1.37196
O -1.59854 -0.18842 -0.89982
H 0.80627 -2.88780 -2.09689
H 0.97566 2.13213 -0.69301
H 0.14494 -0.17137 -2.02367
H 1.77020 -0.35500 -0.01318
H 0.36032 -0.50058 1.16550
H -1.44825 -2.26266 0.67266
H -1.17382 -3.43481 -0.61630
H -0.10849 -3.43845 0.79546
H -1.36286 2.76968 -0.93743
H -1.65083 2.50575 0.82703
H -1.50318 0.97337 -0.54604
H 0.24695 1.95884 2.30395
H 1.80943 1.48937 1.59187
H 1.33462 3.17802 1.65233
```

Computed properties:
Charge   0
HOMO-LUMO gap   8.99 eV



Entry c
A 2-piece molecular cluster, C7H14O2 overall. Source: the OMol25 dataset; level of theory: ωB97M-V with the def2-TZVPD basis set.

The geometry in XYZ format:
```
23
C7H14O2 (ωB97M-V with the def2-TZVPD basis set)
C -2.91999 0.05781 1.04532
C -2.10801 -0.51133 0.16880
C -0.75486 0.17128 -0.36267
C -0.43488 -0.17487 -1.79845
C -0.02403 -0.54202 0.74114
C 0.46805 -1.94347 0.48412
O 0.33744 0.08686 1.73416
H -3.91163 -0.32256 1.23280
H -2.60104 0.90870 1.62838
H -2.41385 -1.38865 -0.39141
H -0.82622 1.23882 -0.16776
H -1.16409 0.29043 -2.45932
H -0.45751 -1.24424 -1.98842
H 0.55831 0.19876 -2.04759
H 1.27550 -1.91039 -0.24736
H 0.83453 -2.37837 1.41161
H -0.32324 -2.57842 0.08800
C 2.72132 1.65528 -0.02985
O 1.44278 2.14042 0.28869
H 3.16822 2.35499 -0.74117
H 3.37237 1.58508 0.85294
H 2.66783 0.66353 -0.50148
H 1.09300 1.64234 1.05953
```

Computed properties:
Charge   0
HOMO-LUMO gap   10.18 eV
SMILES   C=C[C@H](C)C(C)=O.CO



Entry d
A 2-piece molecular cluster, C7H14O2 overall. Source: the OMol25 dataset; level of theory: ωB97M-V with the def2-TZVPD basis set.

The geometry in XYZ format:
```
23
C7H14O2 (ωB97M-V with the def2-TZVPD basis set)
C 2.59614 -0.75360 1.34938
C 1.81336 -0.29310 0.38597
C 0.84416 -1.15078 -0.38011
O 0.72472 -0.84595 -1.68113
O -0.50923 -0.91603 0.33964
C -1.47364 -1.86325 -0.07782
H 2.58266 -1.79288 1.63862
H 3.31269 -0.12095 1.85233
H 1.86252 0.74157 0.07156
H 1.06615 -2.22206 -0.24077
H 0.23813 0.21818 -1.70927
H -1.15516 -2.87510 0.20232
H -2.40758 -1.63924 0.44241
H -1.61726 -1.82898 -1.16329
C -0.53457 1.55034 -1.48999
C -1.19294 1.26362 -0.31560
C -0.83754 1.85595 1.00315
H -1.09901 1.52153 -2.41516
H 0.24125 2.30820 -1.46471
H -2.17123 0.80318 -0.37159
H -1.53636 2.66907 1.21920
H -0.92141 1.11401 1.79532
H 0.17415 2.25628 1.00956
```

Computed properties:
Charge   0
HOMO-LUMO gap   9.90 eV
SMILES   C=C[C@H](O)OC.C=CC



Of them, entry b has the lowest stability.



Entry a
C27H33F4N3O3Ta as an isolated structure. Source: the OMol25 dataset; level of theory: ωB97M-V with the def2-TZVPD basis set.

The geometry in XYZ format:
```
71
C27H33F4N3O3Ta (ωB97M-V with the def2-TZVPD basis set)
Ta 0.23766 -0.31549 0.00889
C 0.89632 -1.81663 2.90094
O 0.07719 -1.73232 1.68574
C -1.23140 -2.33923 1.97807
C -2.13784 -2.05222 0.80741
O -1.91284 -0.68082 0.40105
C -2.70579 0.38245 1.00419
C -1.91832 0.96549 2.15411
O -0.52860 1.00369 1.74210
C 0.27085 1.76379 2.69634
H 1.06519 -2.86662 3.13062
H 0.35592 -1.33131 3.71176
H 1.83867 -1.30940 2.72836
H -1.59150 -1.88883 2.90351
H -1.08948 -3.40893 2.13447
H -3.18848 -2.20014 1.05176
H -1.88463 -2.65699 -0.06233
H -3.67081 -0.01699 1.31015
H -2.86501 1.10936 0.21212
H -1.98817 0.37401 3.06958
H -2.25701 1.97982 2.37131
H -0.05368 2.80264 2.67903
H 1.31067 1.68623 2.39428
H 0.13103 1.34256 3.69134
C 3.98566 -1.74749 -2.25362
C 2.57570 -1.32845 -1.86741
N 2.21446 -1.40766 -0.37976
C 2.35247 -2.84402 0.06457
C 1.39094 -3.82750 -0.56941
C 3.22195 -0.61007 0.37903
C 3.07191 0.84578 0.01439
N 1.61876 1.12302 -0.06769
C 1.24765 2.47377 -0.29295
C -0.05301 2.66649 -0.72017
F -0.75766 1.46210 -0.87317
C -0.63534 3.87052 -1.02517
F -1.89699 3.90955 -1.41837
C 0.14271 5.00822 -0.90620
C 1.45327 4.86696 -0.48927
F 2.21875 5.92777 -0.36073
C 2.01899 3.62783 -0.17905
F 3.27893 3.59385 0.23753
H 4.09266 -1.54464 -3.31950
H 4.16635 -2.81225 -2.11676
H 4.77639 -1.18791 -1.75768
H 1.85663 -1.95550 -2.37892
H 2.38334 -0.30419 -2.18603
H 2.26741 -2.85829 1.14890
H 3.37948 -3.13489 -0.15756
H 0.34749 -3.61343 -0.33399
H 1.62410 -4.81878 -0.18112
H 1.49385 -3.87694 -1.65185
H 4.22689 -0.97746 0.18400
H 3.04671 -0.75089 1.44662
H 3.54780 1.09812 -0.93526
H 3.53346 1.46281 0.78160
H -0.25987 5.98623 -1.13756
N -2.69590 -4.57078 -8.51419
C -2.36663 -4.06648 -7.53658
C -1.95268 -3.44312 -6.31431
C -2.81204 -3.46385 -5.20913
C -2.41669 -2.87076 -4.03430
C -1.15129 -2.25242 -3.95367
C -0.29538 -2.23542 -5.07547
C -0.69715 -2.82745 -6.24901
C -0.74003 -1.65017 -2.76420
C -0.36512 -1.13836 -1.70082
H -3.77696 -3.94390 -5.29227
H -3.07132 -2.87335 -3.17365
H 0.66872 -1.74930 -5.01123
H -0.05844 -2.82284 -7.12109
```

Computed properties:
Charge   +3
HOMO-LUMO gap   5.89 eV



Entry b
C27H33F4N3O3Ta as an isolated structure. Source: the OMol25 dataset; level of theory: ωB97M-V with the def2-TZVPD basis set.

The geometry in XYZ format:
```
71
C27H33F4N3O3Ta (ωB97M-V with the def2-TZVPD basis set)
Ta 0.34986 -0.51973 0.38769
C 3.17502 1.25353 1.36447
O 1.79762 0.76346 1.55696
C 1.41401 1.02255 2.95432
C -0.08890 0.96898 3.05379
O -0.52530 -0.28467 2.42942
C -0.67385 -1.43822 3.29347
C 0.56095 -2.29102 3.13207
O 1.00498 -2.16006 1.73937
C 2.11238 -3.11800 1.52526
H 3.21279 2.28217 1.71393
H 3.41031 1.21233 0.31188
H 3.84592 0.61751 1.93943
H 1.78618 2.00760 3.23508
H 1.90792 0.27185 3.57394
H -0.55767 1.76415 2.48165
H -0.44030 0.99141 4.08367
H -1.58143 -1.94512 2.96714
H -0.81293 -1.10880 4.32147
H 0.36090 -3.34519 3.32542
H 1.39007 -1.96263 3.75965
H 1.69612 -4.12370 1.53035
H 2.81795 -2.99159 2.34384
H 2.58769 -2.87217 0.58413
C -1.93241 -3.59402 0.70666
C -2.09508 -2.48831 -0.32670
N -0.80513 -1.90670 -0.89620
C -1.17481 -1.33656 -2.28745
C -2.33890 -0.37683 -2.41137
C 0.18844 -3.00606 -1.17524
C 1.48428 -2.38166 -1.67532
N 1.70075 -1.09922 -0.93283
C 2.74088 -0.32355 -1.49643
C 2.41732 0.97426 -1.88820
F 1.20774 1.42723 -1.44581
C 3.31044 1.79267 -2.54590
F 2.95649 3.02454 -2.86315
C 4.58350 1.31424 -2.82717
C 4.92919 0.03656 -2.42648
F 6.13458 -0.43307 -2.66675
C 4.02129 -0.78353 -1.75526
F 4.37138 -2.01038 -1.36538
H -2.88796 -3.73809 1.20851
H -1.18330 -3.38073 1.47281
H -1.66572 -4.54355 0.24608
H -2.66814 -1.64482 0.05882
H -2.64758 -2.89165 -1.17661
H -1.40892 -2.23575 -2.86157
H -0.27591 -0.90204 -2.71961
H -3.24575 -0.72230 -1.92058
H -2.55816 -0.32721 -3.47925
H -2.09903 0.62735 -2.08399
H -0.23691 -3.71121 -1.88982
H 0.36053 -3.54798 -0.24880
H 1.44052 -2.14143 -2.73853
H 2.32643 -3.05838 -1.53674
H 5.30659 1.93873 -3.33652
N -5.96453 7.07054 -1.03866
C -5.25411 6.18676 -0.86795
C -4.36244 5.08518 -0.65558
C -3.34424 4.84068 -1.58019
C -2.48328 3.78556 -1.37505
C -2.63951 2.96686 -0.24104
C -3.67215 3.21949 0.67941
C -4.52764 4.27793 0.47283
C -1.75519 1.90504 -0.04093
C -0.96026 0.97335 0.12954
H -3.24353 5.48410 -2.44248
H -1.68195 3.58671 -2.07377
H -3.79120 2.57904 1.54281
H -5.32690 4.49357 1.16747
```

Computed properties:
Charge   +3
HOMO-LUMO gap   5.83 eV



Of them, entry b has the lowest stability.